Record 1
C4H18O7 | ωB97M-V/def2-TZVPD

Each line ends with the natural charge from an NBO analysis.
Positions of all 29 atoms, in Å:
O1 -1.9873 1.3127 -1.3223  -0.57
C1 -1.2491 0.3434 -1.3125  0.42
C2 -1.8560 -1.0097 -0.9769  -0.51
C3 -1.2022 -1.7099 0.2630  -0.43
C4 -0.0907 -2.6965 -0.0406  -0.06
O2 0.5741 -3.1745 1.1163  -0.71
H1 -0.3125 0.4240 -1.8831  0.18
H2 -1.6872 -1.6931 -1.8141  0.22
H3 -2.9100 -0.8258 -0.8060  0.23
H4 -0.7616 -0.8422 0.7852  0.22
H5 -1.9431 -2.0515 0.9878  0.20
H6 -0.5981 -3.5366 -0.5441  0.15
H7 0.6653 -2.2402 -0.6708  0.18
H8 -0.1165 -3.5098 1.7014  0.46
O3 2.0394 3.0701 -0.0060  -0.95
H9 2.0793 3.9049 0.4499  0.47
H10 1.1077 2.8456 -0.1220  0.48
O4 1.7739 -0.0066 -0.0492  -0.98
H11 1.6056 0.6267 0.6749  0.51
H12 2.3860 -0.6388 0.3290  0.47
O5 0.2729 1.0917 2.4957  -0.96
H13 -0.4472 1.7019 2.6900  0.49
H14 0.5325 0.7699 3.3864  0.47
O6 -0.8873 3.1268 0.8684  -0.99
H15 -1.6528 3.6731 1.0269  0.49
H16 -1.0536 2.3314 0.3479  0.50
O7 1.5901 -0.4859 -2.7284  -0.96
H17 1.7709 -0.8330 -1.8486  0.48
H18 2.3574 0.0317 -2.9984  0.48

Results
E_HOMO	-9.66	eV
LUMO	0.37	eV
frontier orbital gap	10.03	eV
total energy	-18771.580	eV
SMILES	O=CCCCO.O.O.O.O.O

***

Record 2
C4H19F4N3O13PbS4 | ωB97M-V/def2-TZVPD

Each line ends with the natural charge from an NBO analysis.
Positions of all 48 atoms, in Å:
Pb1 -0.9229 -1.5029 0.0711  1.60
N1 -0.5681 -1.2488 -2.4807  -1.24
S1 0.5962 -1.4859 -3.5092  2.43
O1 0.9597 -0.4094 -4.4070  -0.88
O2 0.6425 -2.8292 -4.0340  -0.90
F1 1.8453 -1.4768 -2.4832  -0.52
S2 -1.7988 -1.0257 -3.6583  2.42
O3 -2.0634 -2.0804 -4.5926  -0.84
O4 -1.9064 0.3367 -4.0944  -0.88
F2 -3.0007 -1.0733 -2.6121  -0.51
N2 -1.1881 -1.3307 2.5920  -1.22
S3 -0.4070 -0.1146 3.5404  2.43
O5 0.9898 0.0792 3.2834  -0.89
O6 -0.9738 0.0744 4.8372  -0.84
F3 -1.0775 1.0320 2.6343  -0.52
S4 -1.0440 -2.4787 3.6294  2.46
O7 -2.0603 -2.6189 4.6165  -0.88
O8 0.2908 -2.8405 4.0058  -0.91
F4 -1.4577 -3.7123 2.6492  -0.53
O9 -2.8294 0.2248 0.4485  -0.97
H1 -2.7190 0.7514 1.2555  0.51
H2 -3.6196 0.5772 0.0177  0.51
O10 1.5541 -1.1242 0.6631  -0.98
H3 1.8971 -1.2078 1.5687  0.52
H4 2.3362 -1.0850 0.0939  0.51
O11 0.5219 -3.7657 0.2063  -0.96
H5 0.5386 -4.4664 -0.4598  0.50
H6 1.2790 -3.9467 0.7785  0.50
O12 -2.5017 -3.4249 0.0011  -0.97
H7 -2.8513 -4.0149 0.6877  0.52
H8 -2.4874 -3.9583 -0.8084  0.50
C1 1.2898 2.5575 -1.9797  -0.64
C2 1.0693 1.9364 -0.5861  -0.07
C3 1.0650 3.0072 0.4726  -0.06
O13 2.3157 3.6767 0.3381  -0.55
C4 2.4744 4.7215 1.2632  -0.25
N3 -0.1582 1.1141 -0.5676  -0.87
H9 0.8421 3.5444 -2.1324  0.21
H10 0.8610 1.9561 -2.7863  0.22
H11 2.3472 2.6674 -2.2197  0.23
H12 1.9219 1.2834 -0.3910  0.19
H13 1.0591 2.6098 1.4901  0.19
H14 0.2377 3.7096 0.3221  0.16
H15 2.7748 4.3807 2.2633  0.17
H16 1.5500 5.3053 1.2654  0.17
H17 3.3143 5.3739 1.0126  0.19
H18 -0.0175 0.5536 -1.4007  0.38
H19 -0.9206 1.7488 -0.8044  0.37

Results
E_HOMO	-10.20	eV
LUMO	-0.54	eV
frontier orbital gap	9.65	eV
total energy	-95000.686	eV

***

Record 3
C4H19F4N3O13PbS4 | ωB97M-V/def2-TZVPD

Each line ends with the natural charge from an NBO analysis.
Positions of all 48 atoms, in Å:
Pb1 -6.3488 -8.8479 12.3528  1.56
N1 -6.7022 -8.6902 10.0042  -1.22
S1 -6.5034 -9.6618 8.8358  2.38
O1 -5.0993 -9.9536 8.4563  -0.88
O2 -7.5712 -9.6041 7.7648  -0.85
F1 -6.9312 -10.9120 9.7220  -0.50
S2 -6.4175 -7.3013 9.0422  2.39
O3 -7.5467 -6.7606 8.3443  -0.85
O4 -5.0877 -7.0644 8.5731  -0.85
F2 -6.4984 -6.3455 10.3136  -0.53
N2 -6.6195 -9.2978 14.7341  -1.24
S3 -7.7155 -8.7059 15.9839  2.39
O5 -7.7316 -7.2792 16.1115  -0.89
O6 -7.8823 -9.4871 17.2030  -0.82
F3 -9.0909 -8.9653 15.1633  -0.50
S4 -5.5313 -9.6735 15.7297  2.43
O7 -5.6206 -11.0683 16.1231  -0.88
O8 -4.9615 -8.6878 16.6549  -0.86
F4 -4.3467 -9.6082 14.5620  -0.53
O9 -4.4843 -10.5372 11.9848  -0.95
H1 -3.6996 -10.7100 11.4645  0.51
H2 -4.8316 -11.4051 12.1907  0.50
O10 -6.3531 -6.3676 13.5010  -0.95
H3 -7.0091 -6.0846 14.1381  0.51
H4 -5.8705 -5.5702 13.2831  0.49
O11 -7.7538 -10.8984 12.8749  -0.97
H5 -7.8660 -11.8277 13.0750  0.50
H6 -7.3945 -10.5216 13.6781  0.49
O12 -8.7155 -7.9605 12.4864  -0.96
H7 -9.5811 -8.2491 12.7755  0.51
H8 -8.8846 -7.4516 11.6935  0.50
C1 -2.4902 -6.9249 13.6817  -0.63
C2 -2.7537 -7.1602 12.2121  -0.06
C3 -1.9457 -8.2805 11.5053  -0.06
O13 -2.1257 -8.1981 10.1234  -0.56
C4 -1.4757 -9.2597 9.3361  -0.25
N3 -4.1646 -7.4858 11.9346  -0.88
H9 -1.4489 -6.6340 13.8202  0.22
H10 -2.5489 -7.8482 14.2580  0.23
H11 -3.1309 -6.2175 14.2084  0.22
H12 -2.3616 -6.2897 11.6863  0.19
H13 -2.1062 -9.2922 11.8778  0.15
H14 -0.8981 -8.0490 11.6977  0.17
H15 -1.7512 -10.1986 9.8164  0.16
H16 -0.3988 -9.1482 9.2105  0.18
H17 -1.8050 -9.4494 8.3145  0.22
H18 -4.0725 -7.8463 10.9957  0.39
H19 -4.5547 -6.5628 11.8084  0.37

Results
E_HOMO	-10.34	eV
LUMO	-0.57	eV
frontier orbital gap	9.78	eV
total energy	-94998.492	eV

***

Record 4
C4H19NO5Tl | ωB97M-V/def2-TZVPD

Each line ends with the natural charge from an NBO analysis.
Positions of all 30 atoms, in Å:
Tl1 1.0132 -0.3817 -0.9609  1.42
C1 -3.3510 2.4136 -0.1460  -0.59
C2 -2.0515 1.6474 0.1041  -0.07
C3 -2.3043 0.3306 0.9844  -0.09
O1 -1.1349 -0.4830 1.0845  -0.34
C4 -1.4182 -1.5603 1.9351  -0.29
N1 -1.4405 1.4054 -1.1367  -0.56
H1 -3.8671 2.6484 0.7849  0.31
H2 -4.0653 1.8586 -0.7542  0.25
H3 -3.0715 3.2736 -0.7547  0.26
H4 -1.4045 2.3738 0.5957  0.25
H5 -3.3073 -0.0670 0.8297  0.27
H6 -2.4110 0.7928 1.9658  0.31
H7 -1.7292 -1.2688 2.9383  0.26
H8 -0.5533 -2.2179 2.0223  0.23
H9 -2.1424 -2.1838 1.4109  0.24
H10 -2.2472 1.3102 -1.7369  0.43
H11 -1.2218 2.3382 -1.4561  0.43
O2 2.9857 -0.1305 -3.1928  -0.96
H12 3.3626 0.7447 -3.2829  0.51
H13 3.5333 -0.6859 -3.7477  0.52
O3 2.5654 -2.9186 -1.2562  -0.91
H14 2.4873 -3.4950 -2.0164  0.51
H15 3.5013 -2.9121 -1.0552  0.51
O4 2.0385 -1.4584 1.5883  -0.96
H16 1.6769 -1.9766 2.3072  0.50
H17 2.9777 -1.4199 1.7690  0.51
O5 3.5438 0.5334 0.2102  -0.97
H18 4.4373 0.1911 0.1822  0.52
H19 3.5975 1.2976 0.7841  0.51

Results
E_HOMO	-21.44	eV
charge	+3
LUMO	-17.35	eV
frontier orbital gap	4.09	eV
total energy	-20841.267	eV

***

Record 5
C4H19NO6 | ωB97M-V/def2-TZVPD

Each line ends with the natural charge from an NBO analysis.
Positions of all 30 atoms, in Å:
C1 1.7755 1.9085 1.9575  -0.61
C2 0.9814 0.7069 1.3997  -0.42
C3 1.6960 0.1544 0.0881  -0.17
N1 1.1916 1.0799 -0.9598  -0.85
C4 1.0344 -1.2234 0.0709  0.48
O1 0.1056 -1.5112 -0.7227  -0.64
H1 2.6300 1.9895 1.3793  0.20
H2 1.1413 2.7849 1.6626  0.21
H3 2.2228 1.9795 2.8744  0.22
H4 1.0920 -0.1663 2.2389  0.19
H5 -0.0398 1.0968 1.1560  0.25
H6 2.8303 0.1708 -0.0717  0.23
H7 0.3920 0.7020 -1.3430  0.37
H8 1.8852 1.2899 -1.6831  0.37
H9 1.2911 -1.7861 0.9449  0.14
O2 -2.1678 -3.1153 -1.6737  -0.95
H10 -1.1918 -2.7580 -1.6601  0.49
H11 -2.6145 -2.2478 -1.5830  0.45
O3 2.5927 -2.3740 -1.2691  -0.91
H12 1.9004 -2.8934 -1.6136  0.47
H13 2.9148 -2.0929 -2.0915  0.47
O4 -1.6315 2.5807 1.1335  -0.94
H14 -1.6956 1.9986 0.3494  0.47
H15 -1.2739 3.4008 0.8764  0.48
O5 -2.4122 -0.7534 0.6957  -0.95
H16 -2.7723 -1.3404 1.3693  0.48
H17 -1.5977 -0.4592 1.2000  0.48
O6 -3.5813 0.6134 -1.8475  -0.94
H18 -3.5425 -0.4348 -1.9623  0.46
H19 -3.1562 0.6993 -0.9156  0.48

Results
E_HOMO	-9.53	eV
LUMO	0.33	eV
frontier orbital gap	9.86	eV
total energy	-18228.589	eV
SMILES	CC[C@H](N)C=O.O.O.O.O.O

***

Record 6
C4H20BO18 | ωB97M-V/def2-TZVPD

Each line ends with the natural charge from an NBO analysis.
Positions of all 43 atoms, in Å:
O1 3.3265 -1.9398 0.5537  -0.31
C1 2.3402 -1.2573 0.5227  0.72
O2 1.5193 -1.0073 -0.4727  -0.52
B1 0.5041 0.0199 -0.0840  1.17
O3 0.7566 0.1554 1.3971  -0.51
C2 1.7776 -0.5370 1.7545  0.71
O4 2.1604 -0.7468 2.9172  -0.35
O5 -0.8416 -0.5947 -0.1648  -0.65
C3 -1.6396 0.1660 -0.8839  0.70
O6 -2.8169 -0.0717 -1.0346  -0.57
C4 -0.8188 1.3587 -1.4522  0.67
O7 0.4467 1.3034 -0.8408  -0.66
O8 -1.2061 2.1559 -2.3490  -0.48
O9 6.0399 -2.9397 0.1134  -0.91
H1 5.8363 -3.6568 0.7138  0.47
H2 5.3285 -2.3118 0.2395  0.46
O10 -0.4158 -1.6119 3.7347  -0.92
H3 0.4425 -1.1884 3.7266  0.45
H4 -0.7947 -1.3704 4.5799  0.48
O11 -1.3787 1.4680 -5.2448  -0.96
H5 -2.1094 0.9395 -4.9239  0.49
H6 -1.4998 2.3220 -4.8297  0.46
O12 0.4982 4.2037 -3.9542  -0.93
H7 0.6138 4.8133 -4.6830  0.47
H8 -0.4488 4.1680 -3.8191  0.47
O13 0.8948 1.9200 3.9414  -0.90
H9 1.2141 1.3194 3.2680  0.44
H10 1.1892 1.5340 4.7664  0.47
O14 -0.5474 3.4409 1.2508  -0.92
H11 -1.3963 3.7092 0.8993  0.47
H12 -0.3658 2.6026 0.8259  0.45
O15 4.2727 -2.8160 3.3355  -0.90
H13 3.8866 -2.0050 3.0047  0.46
H14 3.8181 -3.5103 2.8586  0.47
O16 -4.7891 -0.1675 1.3822  -0.94
H15 -4.4453 0.1477 0.5463  0.47
H16 -5.6286 0.2817 1.4811  0.47
O17 -3.4034 0.0025 -4.1126  -0.95
H17 -3.2355 -0.1961 -3.1914  0.49
H18 -3.5828 -0.8484 -4.5127  0.48
O18 -1.6487 -3.3090 -0.1592  -0.94
H19 -1.8063 -2.3659 -0.1143  0.48
H20 -2.0470 -3.5797 -0.9864  0.46

Results
E_HOMO (alpha / beta)	-10.46 / -10.46	eV
LUMO (alpha / beta)	-3.39 / -7.84	eV
frontier orbital gap (alpha / beta)	7.06 / 2.61	eV
total energy	-42004.241	eV
multiplicity	2
expectation value of S²	0.76